A cluster of 2 separate species, C11H17N4 in total, computed with the ωB97M-V functional and the def2-TZVPD basis.

Last columns: bonded neighbours and bond lengths (Å).
Cartesian coordinates (Å):
1 N 2.21 -1.91 -1.10  C10 1.336, H23 1.004, H29 1.008
2 N 0.52 2.21 -1.21  C5 1.390, C8 1.370, H24 1.006
3 N 1.18 -3.04 0.60  C10 1.328, H19 1.008, H21 1.005
4 N 1.52 -0.78 0.80  C7 1.456, C10 1.332, H31 0.984
5 C 0.35 2.66 0.10  N2 1.390, C13 1.364, H28 1.074
6 C -1.07 2.19 2.09  C13 1.501, H17 1.091, H25 1.077, H27 1.095
7 C 0.64 -0.71 1.96  N4 1.456, H18 1.089, H22 1.086, H26 1.088
8 C -0.38 1.21 -1.48  N2 1.370, C12 1.414, C15 1.384
9 C -1.52 -0.56 -2.61  C11 1.407, C15 1.381, H30 1.071
10 C 1.76 -1.93 0.16  N1 1.336, N3 1.328, N4 1.332
11 C -2.31 -0.73 -1.45  C9 1.407, C14 1.385, H20 1.085
12 C -1.16 1.04 -0.31  C8 1.414, C13 1.423, C14 1.398
13 C -0.62 1.90 0.69  C5 1.364, C6 1.501, C12 1.423
14 C -2.13 0.04 -0.31  C11 1.385, C12 1.398, H16 1.084
15 C -0.53 0.40 -2.59  C8 1.384, C9 1.381, H32 1.083
16 H -2.63 -0.27 0.60  C14 1.084
17 H -1.19 3.27 2.20  C6 1.091
18 H 1.00 -1.30 2.80  C7 1.089
19 H 1.02 -3.18 1.59  N3 1.008
20 H -3.15 -1.41 -1.39  C11 1.085
21 H 0.94 -3.86 0.08  N3 1.005
22 H 0.69 0.32 2.31  C7 1.086
23 H 2.42 -2.74 -1.61  N1 1.004
24 H 1.03 2.73 -1.91  N2 1.006
25 H -1.98 1.72 2.42  C6 1.077
26 H -0.42 -0.76 1.72  C7 1.088
27 H -0.38 1.94 2.89  C6 1.095
28 H 1.12 3.31 0.46  C5 1.074
29 H 2.58 -1.01 -1.38  N1 1.008
30 H -1.84 -1.14 -3.45  C9 1.071
31 H 2.15 -0.03 0.72  N4 0.984
32 H 0.18 0.41 -3.40  C15 1.083

Calculated values
Maximum force = 2.655 eV Å⁻¹
HOMO level = -10.76 eV
Net charge = +1
LUMO level = -2.84 eV